Formula: C32H53AlF7O6S
Source: OMol25
Level of theory: the ωB97M-V functional and the def2-TZVPD basis

Computed properties:
Orbital gap   6.65 eV
LUMO   1.7 eV
F_max   4.75 eV/Å
HOMO energy   -4.99 eV

Structure (ORCA input):
```
! RIJCOSX wB97M-V def2-TZVPD def2/J DEFGRID3
* xyz -1 1
H 5.957 6.183 3.860
H 6.604 7.596 2.704
H 4.048 5.902 2.515
H -1.041 -3.773 -0.959
F -0.913 7.644 -0.419
C -0.473 -6.790 -4.736
H 0.487 -7.593 0.168
C -1.051 -2.225 5.282
C -0.619 6.286 0.099
H -1.737 -5.179 -1.795
O 2.684 -3.064 4.168
H -1.444 3.693 1.382
C -2.551 -0.948 -0.849
H -0.004 -1.955 5.443
H -0.179 -7.304 -5.655
C -0.942 -1.693 2.767
O 0.913 -5.152 -0.207
H -1.131 -2.159 1.794
O -1.442 -8.007 -2.925
F 1.971 0.814 0.732
H -2.133 -0.365 -8.507
H 2.991 4.713 -1.260
H -1.391 -0.122 -3.315
C 0.061 -1.321 -6.965
H 0.109 -1.399 2.816
H -3.200 -0.094 -0.638
F 1.518 5.524 2.397
C 2.435 7.781 0.203
C -2.780 2.769 3.970
C 4.077 -4.938 3.669
C -2.749 -1.403 -2.270
H -3.304 -6.750 -5.045
C -0.199 -5.648 -0.383
C -1.582 -7.549 -4.058
C 2.794 -4.153 3.608
H 0.461 -1.605 -5.985
H -1.587 -0.816 2.866
H 5.512 7.981 4.283
C -2.539 7.220 3.955
H -3.578 -8.293 -4.207
H -3.356 5.540 5.525
H 1.939 -4.888 1.789
H 2.485 1.791 -1.220
H -2.140 1.259 -7.783
O -1.060 0.368 -5.704
C 2.116 4.413 -0.537
H 0.896 -1.061 -7.621
H -0.802 -5.772 -4.958
F -3.465 2.101 2.836
H 1.802 3.167 1.409
C -1.407 6.181 1.569
C -1.366 -4.812 -0.835
S 4.232 7.747 0.851
C -1.249 -2.680 3.861
F -3.551 2.629 5.227
H -2.631 -0.881 -4.337
H 4.813 -4.383 4.261
H 2.454 8.105 -0.945
H -0.743 0.743 -8.754
H -1.504 -0.678 -0.688
C -0.444 -7.116 -0.155
H -2.158 -4.843 -0.084
C -1.507 0.406 -8.049
C 1.650 -4.754 2.834
C -2.442 -0.415 -3.364
H 3.925 1.459 0.090
H -0.774 -7.586 -1.085
C 5.712 7.242 3.373
Al 1.412 6.035 0.539
H -0.495 -2.169 -7.374
H -1.516 8.554 2.075
F -1.125 5.235 -0.838
C 4.279 7.068 2.596
H -3.087 0.462 -3.265
O -1.648 -3.815 3.604
H 3.587 3.699 1.055
H 4.474 -5.080 2.661
H -2.799 8.158 4.625
H 0.394 -6.741 -4.069
C -0.854 -0.137 -6.806
C -1.747 4.622 2.068
C 2.800 1.771 -0.092
H 1.228 3.950 -1.171
H -1.196 -7.250 0.627
H -2.681 -8.282 -5.742
H 3.900 -5.904 4.149
H -1.311 -3.041 5.964
C 2.618 3.271 0.547
H 1.860 8.635 0.805
C -1.797 7.479 2.492
C -2.848 5.656 4.454
C -2.490 4.328 3.533
H -1.700 -1.371 5.493
H -2.811 -1.764 -0.167
F -1.476 2.071 4.154
H 3.414 7.523 3.269
C -2.868 -7.726 -4.820
H 1.365 -5.711 3.277
H 0.790 -4.078 2.876
O -3.148 -2.538 -2.528
*
```

Formula: C32H53B2BrCl36O5
Source: OMol25
Level of theory: the ωB97M-V functional and the def2-TZVPD basis

Computed properties:
Orbital gap   8.27 eV
LUMO   -1.2 eV
F_max   0.89 eV/Å
HOMO energy   -9.46 eV

Structure (ORCA input):
```
! RIJCOSX wB97M-V def2-TZVPD def2/J DEFGRID3
* xyz 0 1
Cl 7.960 -6.130 -0.839
H -3.015 3.686 -6.201
H 7.948 -1.483 -3.063
Cl -4.032 -2.271 -2.884
C 4.598 -0.147 0.740
H -5.520 -1.084 4.647
C 3.498 -1.047 0.239
Cl -1.539 -0.813 -0.027
Cl 0.332 9.273 -3.602
H -2.777 0.308 -1.683
C 5.183 -2.756 0.676
Cl 12.202 -5.235 -0.007
Cl -10.468 2.682 -3.377
C 12.470 -3.901 1.121
H 2.566 -3.418 -1.169
Cl 2.586 0.204 4.783
H -8.284 6.941 -1.102
C 6.286 -1.817 0.326
Cl -11.863 5.289 0.707
O 6.872 1.376 -1.099
H 9.959 2.212 0.932
C -6.576 -1.091 4.406
Cl -6.686 0.114 10.086
C -8.329 6.849 -0.024
Cl -6.078 0.769 1.154
Cl 8.538 -2.868 1.392
H -7.259 1.888 -0.555
Cl -7.483 -1.442 5.885
H -0.163 6.547 -1.455
Cl 0.240 3.664 -3.335
H 3.563 -4.419 -0.150
H 2.720 -1.103 -2.213
O 2.128 -3.818 2.240
Cl -6.857 -2.298 3.151
Cl -1.485 5.053 -0.217
Cl -5.798 -3.806 -4.653
H -7.755 -1.964 9.866
C 2.940 -3.518 -0.153
Cl 8.296 -7.567 -3.375
Cl 3.957 -2.374 5.156
C -11.990 3.676 -0.008
Cl -5.887 0.414 -1.751
C 3.163 -1.276 4.018
H 12.174 -4.226 2.110
C -8.710 2.743 -3.186
C -1.446 3.200 -3.074
H 3.089 -3.893 2.350
C 8.306 0.799 0.981
Br 1.933 1.400 -0.012
H 0.512 -0.634 -3.303
Cl -8.166 8.459 0.685
B 7.078 0.604 0.025
H -3.777 -0.185 -0.292
H -1.572 2.950 -2.030
H 1.277 -1.926 -1.552
H -3.687 -4.399 -3.811
H 8.656 2.705 1.981
C 7.327 -2.161 -2.472
C 0.868 -0.060 -2.441
H 9.082 0.115 0.608
C -0.588 9.012 -5.089
C -2.739 -4.760 1.689
Cl -5.490 -2.563 10.001
H 6.380 -1.681 -2.240
Cl -7.036 5.758 0.493
Cl 9.598 -3.267 -1.521
H 7.162 -3.041 -3.096
Cl -2.334 -5.322 5.084
H 11.870 -3.059 0.797
C 1.797 -0.972 -1.646
H -1.975 4.905 -6.986
H 1.372 0.815 -2.841
Cl -2.974 -4.269 7.746
H -11.955 3.774 -1.087
B 1.798 -3.812 0.906
H -0.129 -3.616 1.108
C 8.872 2.234 1.025
O 0.503 -4.073 0.536
H -12.925 3.236 0.314
O 4.425 0.794 1.479
H -8.341 1.731 -3.063
H 8.048 0.426 1.973
Cl -2.703 1.872 0.071
Cl 0.361 8.182 -6.328
C -4.547 -3.879 -3.407
Cl -2.190 -3.207 2.339
Cl -3.064 5.753 -5.087
H -1.006 -3.993 6.490
C 2.137 -0.530 -0.199
H -3.178 -5.334 2.494
H -0.012 0.215 -1.867
Cl -8.214 3.698 -1.781
C 8.713 -7.501 -1.657
H 2.315 -1.792 3.585
H -1.040 7.360 -0.130
Cl -2.344 7.146 -2.078
H -9.275 6.426 0.289
C -2.834 0.243 -0.601
H -4.946 -4.405 -2.548
C 5.994 -0.513 0.348
C -1.105 6.627 -0.924
H 8.372 -8.414 -1.185
Cl -1.921 1.795 -4.051
C -2.935 4.718 -6.519
H -6.892 -0.125 4.032
Cl -10.671 2.615 0.493
O 5.357 -3.783 1.293
H -1.449 8.398 -4.851
C 8.071 -2.550 -1.233
Cl -4.210 5.048 -7.697
H -6.843 -1.507 8.399
H 8.499 2.847 0.207
H -0.894 9.977 -5.476
H -1.885 -5.273 1.262
C -6.932 0.865 -0.396
H 1.384 -0.953 0.468
C -2.063 -4.023 6.256
C 7.610 -2.386 0.010
H 3.880 -0.998 3.256
C -6.835 -1.541 9.482
Cl -3.959 -4.537 0.427
H -7.772 0.180 -0.368
H -2.077 4.035 -3.349
H -8.286 3.198 -4.072
H 7.562 1.255 -1.761
Cl 14.164 -3.401 1.175
H 9.789 -7.401 -1.570
H -2.384 -3.092 5.804
C 3.815 -2.356 0.227
*
```

Formula: C32H53BrIN6O3P2S
Source: OMol25
Level of theory: the ωB97M-V functional and the def2-TZVPD basis

Computed properties:
Orbital gap   6.04 eV
LUMO   -3.7 eV
F_max   1.54 eV/Å
ΔE to the lowest compared entry with this formula, charge and spin   0.00 kJ/mol
HOMO energy   -9.74 eV

Structure (ORCA input):
```
! RIJCOSX wB97M-V def2-TZVPD def2/J DEFGRID3
* xyz 1 1
H -0.683 1.293 0.306
H -1.633 -0.861 4.753
C 0.189 2.957 -0.702
C 1.984 1.362 -0.139
C -0.022 -2.444 2.410
H 3.906 3.038 0.527
C 0.997 5.242 0.181
H -2.570 4.986 -3.295
H 5.645 1.173 1.429
H -2.174 2.470 1.870
P -1.489 5.246 -1.331
H 5.306 -4.044 3.371
C 3.460 1.180 -0.507
H 1.891 1.272 0.947
H 1.256 7.271 2.329
H -0.113 4.610 1.872
H -8.914 -3.300 0.491
H -1.924 3.984 1.019
C -3.252 -5.026 -3.842
C -7.057 -2.171 0.672
S 1.284 4.507 -2.494
H -0.655 6.207 1.242
H -5.092 -3.556 -1.519
H -1.262 0.400 -4.559
C -0.555 2.364 0.491
H -4.234 -4.957 -4.279
H 5.007 -0.206 2.313
H -3.233 -3.163 -2.849
C 3.787 -6.605 1.969
N -1.596 5.005 -3.014
C -1.030 -1.566 4.207
C 1.065 6.220 2.530
H 0.116 2.444 1.342
H 1.412 0.563 -0.614
H -0.274 -6.123 -2.970
C -1.496 -4.351 -2.626
H 3.967 3.167 -1.252
H 2.083 -5.618 1.210
H -3.970 3.107 0.264
C 0.207 4.501 -0.927
H 4.073 1.270 2.267
H 2.023 5.699 2.610
C 0.419 3.158 -3.012
C 4.730 0.632 1.671
C -3.081 2.552 -0.030
N -5.864 -2.284 0.011
H 2.958 -3.464 2.151
C 3.473 -4.405 2.245
C -0.384 -2.700 4.613
P -1.364 1.193 -2.566
C -0.538 -0.341 -2.051
H -1.480 7.333 -1.905
H 5.809 -1.183 0.275
C -2.306 -6.012 -3.905
N 2.949 -5.553 1.711
H 0.315 2.936 -4.065
H 0.524 -0.384 -2.303
H -1.091 5.698 -3.562
C 4.044 0.076 0.424
C 0.253 -3.261 3.474
H -0.375 -3.093 5.616
H 5.508 -0.211 -1.159
C -7.186 -3.849 -0.825
C -5.935 -3.300 -0.901
C 4.655 -4.729 2.854
N -2.752 -4.016 -3.065
H -7.203 -1.427 1.436
H 4.509 -1.645 -0.832
H 0.581 6.117 3.502
O -0.997 1.236 -4.161
H 1.835 4.610 0.471
Br -3.612 0.693 0.136
C -1.192 -5.584 -3.134
H 0.844 -4.161 3.445
H -1.174 -0.663 2.311
H 5.265 2.378 -0.379
H 3.190 -0.514 0.777
H -5.049 -1.719 0.157
H -1.056 -1.150 -2.576
C 5.024 -0.799 -0.377
H -2.899 2.786 -1.075
O 1.552 2.643 -0.601
H 5.686 -6.711 3.033
I 1.990 7.014 -0.566
C -1.933 2.902 0.896
H 0.262 -2.511 1.373
C 4.855 -6.126 2.678
H -2.402 -6.940 -4.442
H -0.679 -0.504 -0.982
C 0.202 5.564 1.446
H 3.516 0.853 -1.549
N -0.200 2.461 -2.101
H -7.551 -4.671 -1.417
O -1.175 6.834 -1.145
C -7.899 -3.130 0.174
C 4.184 2.526 -0.396
H 3.552 -7.599 1.630
H -0.932 -3.688 -1.992
N -0.805 -1.414 2.865
*
```

Formula: C32H53F6GeMnN2O5PS2
Source: OMol25
Level of theory: the ωB97M-V functional and the def2-TZVPD basis

Computed properties:
Orbital gap (alpha / beta)   4.71 / 5.11 eV
LUMO (alpha / beta)   3.9 / 3.9 eV
F_max   2.81 eV/Å
ΔE to the lowest compared entry with this formula, charge and spin   203.45 kJ/mol
HOMO energy (alpha / beta)   -0.85 / -1.25 eV
Expectation value of S²   8.877

Structure (ORCA input):
```
! RIJCOSX wB97M-V def2-TZVPD def2/J DEFGRID3
* xyz -2 6
O 4.258 2.884 -0.529
H -2.196 -4.924 -2.892
O -0.411 1.402 -1.212
H -3.156 -3.035 -1.304
C -0.777 4.208 -2.305
F 2.087 0.664 -2.119
H -2.777 0.745 -6.728
H -3.027 5.841 -2.285
H -1.022 2.705 0.785
H -2.216 1.010 0.397
C 1.185 -3.043 -2.653
C -5.542 1.098 -0.594
H -6.396 1.764 -0.437
H 0.973 -0.989 2.233
H 2.737 -2.204 -1.453
C -2.474 0.451 -5.717
C -1.884 5.619 -4.113
H -5.075 1.907 -2.532
H -0.638 1.524 -5.900
C -0.665 4.755 -3.726
C -5.276 0.930 -2.088
H -4.488 1.770 1.170
H -4.157 3.617 -2.445
H -1.639 6.680 -4.025
C -3.132 0.666 -0.085
H 0.108 3.619 -2.058
C -0.370 -0.366 -3.805
H -3.404 -0.277 0.396
C 4.725 -1.988 1.075
C -1.884 -0.958 -5.731
O 5.565 1.833 -2.298
H -3.378 0.470 -5.103
C 2.974 1.647 -2.473
H -0.366 -5.460 -4.490
O 2.370 0.975 0.517
H -1.892 -2.314 -0.248
C -0.839 1.101 -3.832
F 4.928 -2.881 0.088
H -2.629 -1.670 -6.099
F 5.909 -1.831 1.694
C -0.684 0.933 4.459
H 1.920 3.097 2.213
H -1.204 3.534 2.343
C -1.467 1.467 -5.184
H -1.619 0.376 4.355
C -1.252 -4.384 -2.837
N 4.494 0.307 -0.662
O 4.414 0.783 1.866
H 0.532 -0.443 -4.421
C -2.037 3.339 -2.105
H -3.885 -0.039 -3.408
H -2.258 2.165 1.942
H -2.259 -4.041 -0.162
C 1.639 2.516 3.090
C -0.237 -4.691 -3.736
C -1.404 -1.358 -4.336
H -4.372 -1.011 -2.033
H 0.060 1.722 -3.726
C 0.219 -0.388 1.705
F 2.285 2.800 -2.540
C 2.520 -2.377 -2.509
H -2.253 -1.418 -3.652
N 0.219 -1.606 -0.933
C -1.244 2.563 1.844
H 0.251 5.341 -3.810
Ge 0.122 1.342 2.651
H -4.013 5.673 -3.733
H 1.370 3.194 3.903
H -0.566 3.918 -4.420
F 3.903 -2.592 1.964
H -1.034 -0.981 -6.422
H 0.004 0.329 5.056
C 0.115 -2.638 -1.765
H -2.307 3.420 -1.047
H -4.053 2.623 -0.310
H -0.950 -2.351 -4.353
C -1.096 -3.413 -1.865
C -3.218 3.813 -2.964
H -1.924 2.458 -5.156
H -3.259 3.279 -3.917
H 1.802 -4.291 -4.266
H -0.094 -0.649 -2.787
C 0.982 -4.026 -3.601
H 2.516 1.936 3.369
C -3.106 5.312 -3.239
C -4.294 1.638 0.103
H -0.798 5.044 -1.601
H -6.162 0.525 -2.587
C -4.088 0.001 -2.340
H -2.141 5.438 -5.161
Mn 1.122 -0.264 -0.172
H -0.744 -0.874 1.855
H 2.553 -1.406 -3.009
F 3.316 1.347 -3.742
C -2.824 0.367 -1.560
S 4.511 1.709 -1.318
H -0.892 1.852 5.013
H 3.319 -2.993 -2.924
H -2.144 -0.500 -1.551
C -2.176 -3.184 -0.839
S 3.645 0.171 0.788
H -5.795 0.123 -0.163
P -1.539 1.551 -2.170
*
```